1.
DFT (ωB97M-V/def2-TZVPD) results for the molecule C5H5N in a non-equilibrium geometry.

## Properties
Relative energy (zero: lowest compared OMol25 entry of this formula, charge and spin) in kJ/mol: 611.0
Frontier orbital gap in eV: 9.33
E in Eh: -248.04232

Each line ends with the Löwdin charge.
Geometry (Å):
C -2.34 0.04 -0.14  -0.36
C -3.11 1.00 -0.37  0.11
C -0.93 -0.22 0.19  -0.26
C 1.46 -0.33 -0.24  -0.08
C 0.34 0.48 0.40  -0.14
N -1.55 -1.28 -0.04  0.27
H 2.45 0.28 -0.24  0.12
H 1.17 -0.67 -1.20  0.07
H 1.76 -1.16 0.30  0.04
H 0.12 1.39 -0.07  0.11
H 0.62 0.47 1.41  0.11


2.
DFT (ωB97M-V/def2-TZVPD) results for the molecule C5H5N in a non-equilibrium geometry.

## Properties
SMILES: CC#CCC#N
Relative energy (zero: lowest compared OMol25 entry of this formula, charge and spin) in kJ/mol: 189.1
Frontier orbital gap in eV: 10.91
E in Eh: -248.20302

Each line ends with the Löwdin charge.
Geometry (Å):
C -2.22 -0.24 -0.61  -0.10
C -0.89 0.03 -0.06  -0.07
C 0.19 0.24 0.43  -0.05
C 1.58 0.39 0.87  -0.18
C 2.43 -0.15 -0.20  -0.22
N 3.03 -0.59 -1.09  0.14
H -2.65 0.66 -1.04  0.08
H -2.87 -0.60 0.19  0.08
H -2.18 -1.02 -1.39  0.08
H 1.82 1.44 1.07  0.12
H 1.76 -0.16 1.81  0.12


3.
DFT (ωB97M-V/def2-TZVPD) results for the molecule C5H5N in a non-equilibrium geometry.

## Properties
2S+1: 3
Expectation value of S²: 2.01
Relative energy (zero: lowest compared OMol25 entry of this formula, charge and spin) in kJ/mol: 303.5
Frontier orbital gap (alpha / beta) in eV: 7.66 / 7.29
E in Eh: -247.96545

Each line ends with the Löwdin charge.
Geometry (Å):
C -1.17 1.43 -1.36  -0.30
C -1.39 1.81 -2.53  0.08
C -0.54 0.57 -0.37  -0.31
C 0.67 -0.81 1.24  -0.08
C 0.38 -0.52 -0.28  -0.18
N -1.09 1.56 0.14  0.27
H -0.35 -1.16 1.66  0.10
H 0.65 0.21 1.64  0.06
H 1.49 -1.50 1.48  0.07
H 0.01 -1.41 -0.76  0.11
H 1.34 -0.19 -0.86  0.17